(1)
C5H11NO5 | wB97M-V/def2-TZVPD

```
! RIJCOSX wB97M-V def2-TZVPD def2/J DEFGRID3
* xyz 0 1
O -1.53 -1.86 2.04
O 0.15 -0.30 1.31
H -0.78 1.44 0.12
H -2.43 2.19 -1.62
H 3.85 2.52 -1.03
H 3.08 2.31 -2.61
H -1.82 0.93 -2.70
H -2.68 0.49 -1.22
H 2.11 0.78 -0.89
C -0.66 1.13 -0.92
O 0.32 -2.76 1.18
O 0.69 -0.48 0.06
C 1.82 1.83 -0.90
C -1.98 1.20 -1.66
O -0.40 -0.29 -0.94
H 0.51 1.72 -2.61
H 0.16 3.01 -1.50
C 2.91 2.64 -1.58
H 1.73 2.15 0.15
H 2.67 3.71 -1.58
N -0.44 -1.90 1.52
C 0.45 1.95 -1.54
*
```

The value obtained for the energy is -17081.5979 eV. The calculation puts the HOMO-LUMO gap at 10.11 eV. As for the energy above the lowest of the compared OMol25 structures with the same formula, charge and spin: 648.1 kJ/mol.


(2)
C3H9NS | wB97M-V/def2-TZVPD

```
! RIJCOSX wB97M-V def2-TZVPD def2/J DEFGRID3
* xyz 0 1
H 0.68 -0.19 1.74
H -0.88 -1.15 0.46
S -0.61 1.70 1.09
C 0.88 0.89 1.71
H 1.22 -0.74 -1.37
C -1.04 0.65 -0.42
H 1.73 0.94 1.03
H -2.12 0.79 -0.45
C 0.24 -1.24 -1.38
H -0.64 1.27 -1.22
H -0.15 -1.17 -2.39
N -0.71 -0.73 -0.43
H 0.42 -2.27 -1.10
H 0.99 1.24 2.73
*
```

The value obtained for the energy is -15581.4002 eV. The calculation puts the HOMO-LUMO gap at 9.26 eV. As for the energy above the lowest of the compared OMol25 structures with the same formula, charge and spin: 89.8 kJ/mol.